This record from the Open Molecules 2025 dataset describes a structure of composition C22H46N7O3SV. The level of theory is ωB97M-V with the def2-TZVPD basis set.

Structure (XYZ):
```
80
Properties=species:S:1:pos:R:3:forces:R:3:mulliken_charge:R:1
V -0.410 -0.832 -0.038 0.3 0.1 0.5 0.2633
N -0.039 0.039 4.039 -0.1 -0.1 0.1 -0.4696
C -0.993 -0.950 4.570 0.3 -0.1 0.2 -0.5807
C -2.377 -0.725 4.022 -0.3 0.1 -0.1 -1.0735
N -2.496 -0.970 2.587 0.0 -0.4 0.0 0.7548
C -3.268 0.046 1.914 0.0 0.0 -0.1 -0.8965
C -2.394 1.252 1.593 0.5 -0.1 -0.3 -1.2026
N -1.002 0.808 1.273 -0.4 0.1 0.5 0.0897
C -2.860 -2.353 2.300 0.2 0.1 0.1 -0.6524
C -3.134 -2.688 0.846 0.2 0.2 -0.3 -1.3849
N -2.055 -2.350 -0.118 0.0 0.1 0.5 -0.3021
H 0.611 -0.396 3.402 0.2 -0.3 -0.1 -0.1196
H 0.506 0.451 4.783 0.0 0.0 0.0 0.3134
H -1.064 -0.845 5.652 0.1 0.0 0.1 0.5816
H -0.668 -1.977 4.377 0.0 0.1 -0.1 0.1359
H -2.638 0.321 4.210 0.0 -0.1 0.0 0.3728
H -3.102 -1.339 4.578 0.0 0.0 0.0 0.4049
H -4.125 0.381 2.505 -0.2 0.0 0.1 0.3932
H -3.673 -0.359 0.991 0.1 0.1 0.0 0.3862
H -2.375 1.958 2.424 0.0 0.0 0.1 0.5065
H -2.815 1.767 0.731 0.1 0.1 -0.1 0.5920
H -0.440 1.639 1.130 0.0 0.1 -0.2 0.0646
H -0.631 0.409 2.152 -0.3 0.3 -0.2 0.2097
H -3.768 -2.647 2.844 -0.1 0.0 0.1 0.4006
H -2.059 -2.994 2.682 0.0 0.1 0.0 0.3919
H -4.032 -2.178 0.509 -0.1 0.0 0.0 0.4852
H -3.369 -3.748 0.800 0.0 -0.2 0.0 0.4764
H -2.427 -2.364 -1.058 -0.1 0.1 -0.1 0.3357
H -1.337 -3.061 -0.124 0.0 -0.4 0.0 0.0632
C 0.750 2.876 -4.866 0.1 -0.1 0.4 -0.9275
N 0.819 2.403 -3.443 -0.3 0.2 -0.1 0.1245
C -0.123 3.205 -2.587 0.3 -0.2 -0.3 -0.6652
C 0.635 0.874 -3.282 0.1 0.3 -0.1 0.2819
C -0.793 0.486 -3.121 -0.1 -0.1 0.0 -0.3707
C -1.607 0.608 -4.256 -0.1 0.0 0.0 -0.5342
C -2.981 0.488 -4.159 0.0 0.0 0.0 -1.0013
C -3.525 0.260 -2.900 0.1 0.0 0.1 -1.2594
C -2.686 0.059 -1.810 0.0 -0.1 0.1 0.2606
C -1.266 0.101 -1.842 -0.4 0.3 -0.7 1.3358
H 1.068 3.916 -4.891 0.0 0.0 -0.1 0.3789
H -0.275 2.788 -5.203 -0.1 0.0 0.0 0.4235
H 1.408 2.258 -5.468 0.0 0.0 -0.1 0.3670
H 1.765 2.592 -3.117 0.1 0.0 0.0 0.2171
H -1.130 3.029 -2.948 -0.1 0.0 0.0 0.3744
H 0.155 4.252 -2.679 0.0 0.0 0.0 0.4249
H -0.044 2.864 -1.564 0.0 -0.1 0.1 0.1181
H 1.181 0.659 -2.382 0.2 -0.2 0.3 -1.2284
H 1.154 0.444 -4.138 0.0 -0.1 -0.1 0.7602
H -1.159 0.774 -5.233 0.0 0.0 0.1 0.6032
H -3.611 0.574 -5.035 0.0 0.0 0.0 0.4176
H -4.603 0.206 -2.773 0.1 0.0 0.0 0.4771
H -3.180 -0.178 -0.867 0.1 0.1 -0.2 0.5709
C 0.460 -4.547 1.193 -0.2 -0.7 0.2 -1.0497
S 1.153 -2.998 0.814 -0.3 1.0 -0.2 1.2992
O 2.565 -3.150 1.004 0.1 0.2 0.1 -0.6801
O 0.722 -2.648 -0.578 0.3 -0.1 0.2 -0.6572
O 0.464 -1.986 1.675 0.3 -0.5 -0.2 -0.5648
H 0.996 -5.293 0.600 -0.1 0.1 0.1 0.4172
H -0.610 -4.581 0.975 0.2 0.0 0.1 0.2571
H 0.637 -4.714 2.260 0.0 -0.1 -0.2 0.3595
C 3.370 0.177 1.658 -0.2 0.3 0.0 -0.8430
C 4.706 0.879 1.253 -0.2 0.0 -0.1 -0.8466
N 4.574 1.551 -0.056 -0.1 -0.2 0.1 -0.1313
C 4.289 0.533 -1.075 -0.1 0.0 0.1 -1.0079
C 3.079 -0.332 -0.635 0.2 0.1 0.2 -0.6371
N 2.404 0.278 0.541 0.1 -0.2 -0.4 0.5246
C 2.137 1.699 0.299 0.1 0.0 0.1 -0.0026
C 3.445 2.477 -0.006 0.0 -0.1 0.0 -1.1109
H 2.924 0.667 2.527 0.0 0.0 0.0 0.4639
H 3.500 -0.875 1.901 0.0 0.0 -0.1 0.5165
H 5.520 0.159 1.182 0.0 0.0 0.0 0.2642
H 4.995 1.622 1.995 0.0 0.1 0.0 0.3441
H 5.177 -0.086 -1.216 0.0 0.0 0.0 0.3803
H 4.109 1.047 -2.027 0.0 0.0 0.1 0.2355
H 3.403 -1.327 -0.331 0.0 0.0 0.0 0.7380
H 2.368 -0.498 -1.436 -0.2 0.0 -0.1 0.3723
H 1.657 2.100 1.193 0.0 0.0 0.1 0.6371
H 1.412 1.772 -0.512 0.0 0.0 -0.1 -0.6231
H 3.640 3.236 0.754 0.0 -0.1 0.0 0.2915
H 3.387 3.004 -0.967 0.0 -0.1 0.0 0.3648
```
Positions in Å, forces in eV/Å.

Values from the calculation:
* total charge: +1
* total energy: -76651.010 eV
* Kohn-Sham gap (alpha / beta): 7.34 / 8.12 eV
* spin multiplicity: 4
* E_LUMO (alpha / beta): -2.307 / -2.313 eV
* HOMO level (alpha / beta): -9.649 / -10.437 eV
* max |F|: 1.1 eV/A



This record from the Open Molecules 2025 dataset describes a structure of composition C22H47BeBr3CaClCsFN2O16S2. The level of theory is ωB97M-V with the def2-TZVPD basis set.

Structure (XYZ):
```
97
Properties=species:S:1:pos:R:3:forces:R:3:mulliken_charge:R:1
C 3.471 -0.128 2.501 0.3 0.6 0.0 -0.6666
C 3.526 0.400 1.088 0.2 -0.6 -0.8 -0.2507
N 2.290 1.006 0.542 0.1 -0.6 1.3 0.3505
C 1.197 0.133 0.034 0.3 0.7 -0.7 -1.2975
C 0.250 -0.369 1.107 0.1 -0.2 -0.4 -0.4933
S -1.152 -1.051 0.226 -0.3 -1.2 -0.7 1.2791
O -0.671 -1.398 -1.078 0.5 0.6 -0.8 -0.6828
O -1.660 -2.158 0.961 -0.4 -0.1 1.1 -0.6796
N -2.184 0.172 0.056 0.4 0.0 0.0 -0.2569
S -3.368 0.150 1.131 0.0 0.0 -0.3 0.8716
O -2.938 0.097 2.477 0.5 0.2 0.7 -0.5586
O -4.474 -0.611 0.717 -0.9 -0.6 -0.3 -0.5763
F -3.825 1.639 0.898 -0.1 0.7 0.0 -0.1391
C 1.927 2.055 1.246 -2.2 0.0 -0.1 0.2315
C 0.732 2.891 0.684 1.1 0.0 -0.3 -1.2436
O 2.524 2.504 2.246 0.7 1.3 -0.8 -0.6471
H 2.541 0.079 3.021 -0.2 -0.1 0.0 0.3312
H 3.733 -1.174 2.554 0.0 -0.2 0.1 0.3285
H 4.254 0.519 2.943 -0.3 -0.8 0.8 -0.2496
H 3.851 -0.359 0.386 -0.1 -0.1 -0.3 0.4900
H 4.283 1.187 1.057 0.1 0.1 0.0 0.2234
H 0.660 0.694 -0.728 -0.2 0.1 -0.1 0.2455
H 1.645 -0.696 -0.492 0.2 -0.1 0.0 0.4861
H 0.693 -1.196 1.647 0.0 0.0 0.3 0.2719
H -0.139 0.388 1.777 0.1 0.1 0.3 0.5183
H 0.934 3.127 -0.372 -0.4 -0.2 -0.3 0.7106
H 0.655 3.844 1.219 -0.5 -0.2 0.4 0.6402
H -0.209 2.352 0.703 -0.3 0.1 0.0 -0.0469
C 0.554 -4.935 2.956 -0.2 0.1 0.0 -0.5507
O 1.176 -6.188 2.663 0.1 0.0 0.0 -0.3474
C 2.486 -6.090 2.430 0.0 0.0 -0.1 0.8203
O 3.124 -5.066 2.438 0.0 0.0 0.0 -0.5476
O 2.962 -7.304 2.181 0.0 -0.1 0.0 -0.3775
C 4.369 -7.339 1.905 0.1 -0.1 0.1 -0.3241
H -0.502 -5.137 3.110 0.0 -0.1 0.0 0.2597
H 0.971 -4.497 3.861 0.1 0.0 0.0 0.3016
H 0.666 -4.249 2.118 0.0 0.0 0.0 0.2003
H 4.935 -6.980 2.763 0.0 0.1 0.0 0.3141
H 4.597 -6.750 1.026 -0.1 0.1 0.1 0.2618
H 4.637 -8.374 1.716 -0.2 -0.1 0.0 0.0365
Ca 2.994 4.118 0.725 1.1 -0.2 1.1 1.5642
C 6.528 -6.593 -1.552 0.2 -0.3 -0.4 0.9069
O 6.937 -7.403 -2.369 0.0 0.0 0.0 -0.4061
O 6.302 -5.380 -1.754 -0.1 0.1 0.3 -0.3174
O 6.255 -6.846 -0.349 0.2 0.2 -0.1 -0.3084
C 6.633 -11.406 0.692 0.0 0.0 0.1 -0.3698
Br 6.827 -10.938 2.544 -0.2 0.0 0.0 0.0220
Br 5.126 -12.562 0.399 0.0 0.0 0.0 0.0052
Br 6.538 -9.826 -0.407 0.0 0.0 -0.1 0.0630
H 7.517 -11.948 0.392 0.0 0.0 0.0 0.3411
Be -2.139 1.157 -2.087 0.1 -0.1 0.4 -0.0273
C -6.728 3.345 -1.379 -0.1 0.0 0.2 -0.7718
O -6.027 4.418 -0.757 0.1 0.0 -0.3 -0.3409
C -4.675 4.099 -0.410 -0.1 0.1 0.0 -0.3734
C -3.724 5.206 -0.805 0.0 0.1 0.0 -0.1173
O -3.563 5.423 -2.204 0.0 0.2 0.2 -0.4103
C -4.667 5.881 -2.945 0.1 -0.3 -0.2 -0.2458
C -5.130 7.297 -2.614 2.5 0.2 -0.8 -0.7081
O -5.708 7.374 -1.308 8.5 3.6 3.3 -0.4425
C -5.224 8.469 -0.511 0.1 0.2 0.4 -0.9564
H -7.199 2.709 -0.628 0.0 -0.1 -0.1 0.2641
H -7.506 3.776 -2.016 -0.1 -0.1 0.1 0.2569
H -6.074 2.742 -2.010 0.0 0.0 0.0 0.3707
H -4.373 3.162 -0.879 0.0 0.0 -0.1 0.0942
H -4.619 3.967 0.674 0.1 -0.1 0.0 0.3450
H -2.733 4.921 -0.448 0.0 -0.1 -0.1 0.3572
H -3.981 6.134 -0.291 -0.1 0.0 0.0 0.0818
H -5.490 5.161 -2.890 0.1 0.0 0.0 0.2618
H -4.342 5.889 -3.985 0.1 0.2 0.0 0.2384
H -5.906 7.590 -3.325 1.2 0.5 -0.6 0.6207
H -4.298 7.986 -2.721 0.0 0.0 0.1 0.3641
H -4.163 8.646 -0.673 0.0 0.0 -0.1 0.3544
H -5.375 8.210 0.535 -0.1 -0.1 0.0 0.2802
H -5.795 9.372 -0.737 0.1 0.1 -0.1 0.3718
C 7.900 -11.356 7.183 -0.1 -0.1 -0.1 -1.0246
C 7.678 -10.198 6.230 -0.2 0.0 0.2 -0.1846
O 6.426 -10.298 5.550 0.1 0.0 -0.1 -0.4657
H 7.859 -12.303 6.644 0.0 0.0 0.0 0.2593
H 8.868 -11.276 7.678 0.0 0.0 0.0 0.3298
H 7.124 -11.379 7.951 0.0 0.0 0.0 0.3218
H 8.444 -10.186 5.455 0.0 0.0 0.0 0.2615
H 7.725 -9.246 6.768 0.1 0.0 0.0 0.2640
H 5.727 -10.295 6.212 0.0 0.0 -0.1 0.2555
Cl 5.871 1.585 3.655 0.1 0.8 -0.4 -0.6879
C -4.650 6.506 -7.345 0.0 -0.1 0.1 -1.3364
C -4.975 7.661 -6.414 0.2 0.1 -0.4 0.6880
C -5.127 8.970 -7.170 -0.1 0.1 0.1 -1.4436
O -3.965 7.786 -5.403 -0.2 0.0 0.1 -0.4656
H -3.703 6.689 -7.858 0.0 0.1 -0.1 0.3463
H -4.546 5.575 -6.787 0.0 0.0 0.0 0.3275
H -5.427 6.373 -8.098 0.0 0.0 0.0 0.3877
H -5.903 7.444 -5.876 0.0 0.0 0.1 0.1569
H -4.193 9.224 -7.677 0.0 -0.1 -0.1 0.3640
H -5.360 9.787 -6.486 0.0 0.0 0.0 0.3348
H -5.917 8.907 -7.917 0.0 0.0 0.0 0.3908
H -3.130 7.979 -5.846 0.0 0.0 0.0 0.3103
Cs -7.469 6.712 -2.076 -12.6 -4.4 -2.1 1.0049
```
Positions in Å, forces in eV/Å.

Values from the calculation:
* total charge: +1
* total energy: -325720.321 eV
* Kohn-Sham gap: 2.61 eV
* spin multiplicity: 1
* E_LUMO: -6.027 eV
* HOMO level: -8.634 eV
* max |F|: 13.5 eV/A



This record from the Open Molecules 2025 dataset describes a structure of composition C22H47CoNO4Si2. The level of theory is ωB97M-V with the def2-TZVPD basis set.

Structure (XYZ):
```
77
Properties=species:S:1:pos:R:3:forces:R:3:mulliken_charge:R:1
O 1.811 2.595 1.932 -0.2 -1.0 0.8 -0.3562
O 2.279 3.996 0.123 -0.1 0.7 -1.1 -0.2093
C 0.362 2.356 2.072 0.1 0.0 -0.3 0.7469
C 0.028 1.798 3.431 -0.1 -0.2 0.2 -1.4571
H 0.049 1.655 1.284 0.1 0.3 0.1 -0.3289
H -0.113 3.329 1.893 0.3 -0.3 0.1 0.2248
H 0.134 0.709 3.439 0.0 0.2 0.1 0.2902
H -1.020 2.018 3.652 0.1 0.0 0.0 0.4661
H 0.646 2.234 4.223 -0.1 0.0 -0.2 0.3291
C 2.668 1.388 1.989 -0.5 0.1 0.0 0.0475
C 4.093 1.833 2.132 0.3 0.1 0.2 -1.2708
H 2.501 0.805 1.071 -0.1 0.1 0.2 0.0218
H 2.324 0.800 2.847 0.1 0.2 -0.2 0.4740
H 4.437 2.381 1.248 0.0 -0.1 0.3 0.2065
H 4.728 0.951 2.261 -0.1 0.1 -0.1 0.4048
H 4.223 2.459 3.022 -0.1 -0.1 -0.2 0.3613
C 2.308 3.304 -1.163 -0.2 0.1 -0.2 -0.0633
C 1.341 5.114 0.150 -0.2 0.2 0.0 -0.2175
C 3.568 2.497 -1.252 0.2 -0.3 -0.1 -1.3787
H 2.298 4.082 -1.936 0.0 -0.1 0.3 0.5922
H 1.396 2.693 -1.275 0.2 0.2 0.1 0.1606
H 4.426 3.080 -0.904 -0.1 -0.1 -0.2 0.3097
H 3.730 2.227 -2.298 0.0 0.0 0.1 0.4756
H 3.504 1.566 -0.682 0.1 0.1 -0.1 0.2360
C 1.865 6.154 1.098 0.2 0.2 0.2 -1.2793
H 0.356 4.733 0.449 0.2 0.1 -0.2 0.1741
H 1.262 5.513 -0.866 0.1 -0.2 0.1 0.4971
H 1.979 5.750 2.109 0.0 0.1 -0.1 0.2835
H 1.170 6.995 1.139 0.0 -0.1 0.0 0.4285
H 2.831 6.543 0.759 -0.2 -0.1 0.1 0.3156
H 2.089 3.286 1.049 -0.1 -0.1 -0.2 0.5615
Co -0.720 -1.971 -0.750 -2.1 -0.2 -0.5 -0.8955
C -0.472 -0.256 -1.393 1.3 2.9 -0.9 0.6110
Si -1.894 0.718 -2.198 0.1 -0.6 0.3 0.3331
H 0.337 -0.352 -2.154 -0.4 0.0 0.3 0.3992
H -0.014 0.334 -0.561 -0.3 -0.1 -0.3 -0.8341
C -2.962 1.426 -0.820 0.0 0.3 -0.1 -1.0035
C -2.959 -0.389 -3.285 0.1 0.1 -0.2 -0.9618
C -1.060 2.054 -3.230 0.0 0.1 -0.1 -1.0456
C -2.348 -2.140 0.304 -0.8 -0.5 0.6 -0.0084
Si -3.210 -3.740 -0.198 -0.5 0.1 0.0 0.1197
H -3.002 -1.264 0.160 0.2 -0.4 -0.1 -0.2351
H -2.095 -2.177 1.380 0.0 0.0 -0.3 0.4970
C -4.317 -3.312 -1.659 0.0 -0.2 0.0 -1.0288
C -4.276 -4.372 1.226 0.0 0.0 0.0 -1.1176
C -2.006 -5.101 -0.669 0.1 0.0 -0.1 -0.9915
H -1.738 2.440 -4.003 0.2 0.0 0.2 0.4044
H -0.178 1.632 -3.736 -0.3 0.1 0.1 0.3152
H -0.719 2.900 -2.616 -0.1 -0.1 -0.1 0.2072
H -3.507 0.640 -0.280 0.1 0.2 -0.2 0.3618
H -3.702 2.125 -1.238 0.2 -0.1 0.2 0.4252
H -2.344 1.972 -0.091 -0.2 0.0 -0.1 0.1005
H -3.847 -0.766 -2.756 0.3 0.1 -0.1 0.1376
H -2.387 -1.255 -3.653 -0.2 0.2 0.0 0.3081
H -3.308 0.182 -4.160 0.1 -0.2 0.2 0.4755
H -4.706 -3.535 1.794 0.0 -0.2 -0.1 0.3301
H -3.685 -4.991 1.917 -0.2 0.2 -0.1 0.3083
H -5.103 -4.987 0.841 0.2 0.1 0.1 0.3319
H -1.255 -5.257 0.118 -0.1 0.0 -0.1 0.2542
H -1.473 -4.883 -1.607 -0.2 -0.1 0.2 0.2838
H -2.561 -6.043 -0.796 0.2 0.2 0.0 0.4100
H -5.058 -4.112 -1.805 0.2 0.2 -0.1 0.4120
H -3.736 -3.203 -2.586 -0.2 0.0 0.2 0.3052
H -4.859 -2.373 -1.475 0.1 -0.3 0.0 0.2623
O 2.102 -3.988 -2.607 -0.8 0.7 1.2 -0.6739
C 1.317 -3.462 -1.822 -0.6 -0.2 -2.2 0.3444
O 0.125 -2.962 -2.123 1.5 -1.2 -0.4 -0.3408
C 1.603 -3.363 -0.365 -0.7 0.2 1.6 0.3388
C 2.677 -3.954 0.291 0.0 0.2 -0.1 -0.6403
C 2.720 -3.932 1.687 -0.2 0.1 -0.4 -0.3407
C 1.663 -3.339 2.383 -0.1 0.3 0.0 -0.8452
C 0.640 -2.704 1.680 0.6 -0.5 -0.8 -0.3478
N 0.609 -2.721 0.321 2.7 -1.2 2.3 1.1108
H 3.441 -4.419 -0.331 -0.2 0.0 0.2 0.5322
H 3.560 -4.379 2.218 -0.3 0.1 -0.1 0.4539
H 1.623 -3.354 3.471 0.1 0.0 -0.3 0.4579
H -0.190 -2.211 2.180 0.2 -0.1 -0.1 0.4324
```
Positions in Å, forces in eV/Å.

Values from the calculation:
* total charge: +1
* total energy: -86631.410 eV
* Kohn-Sham gap (alpha / beta): 7.22 / 8.03 eV
* ΔE to the lowest compared entry with this formula, charge and spin: 31.65 kcal per mole
* spin multiplicity: 5
* E_LUMO (alpha / beta): -2.664 / -3.322 eV
* HOMO level (alpha / beta): -9.881 / -11.353 eV
* max |F|: 3.8 eV/A



Question: Which of these has the highest total energy?
Answer: C22H46N7O3SV